{"formula": "C37H32F6N4O7PReS2", "method": "ωB97M-V/def2-TZVPD", "elements": ["Re", "C", "C", "O", "C", "C", "C", "N", "N", "C", "O", "C", "C", "C", "C", "C", "C", "H", "H", "H", "H", "H", "H", "H", "H", "H", "H", "H", "H", "C", "C", "C", "N", "C", "C", "H", "H", "H", "H", "H", "O", "P", "C", "C", "C", "C", "C", "C", "C", "C", "C", "C", "C", "C", "C", "C", "C", "C", "C", "C", "H", "H", "H", "H", "H", "H", "H", "H", "H", "H", "H", "H", "H", "H", "H", "F", "C", "F", "F", "S", "O", "O", "N", "S", "O", "O", "C", "F", "F", "F"], "positions_angstrom": [[1.307, 0.625, 0.503], [4.995, 0.503, -1.387], [3.711, 1.145, -0.989], [3.183, 0.591, 0.110], [3.162, 2.205, -1.641], [1.984, 2.923, -1.264], [1.711, 4.259, -1.876], [1.170, 2.437, -0.361], [0.098, 3.250, 0.027], [-0.689, 2.591, 0.819], [-0.404, 1.374, 1.256], [-1.977, 3.169, 1.241], [-2.795, 2.466, 2.120], [-4.027, 2.985, 2.487], [-4.441, 4.209, 1.983], [-3.621, 4.919, 1.113], [-2.393, 4.402, 0.740], [5.734, 0.657, -0.598], [5.372, 0.905, -2.323], [4.849, -0.575, -1.476], [3.722, 2.603, -2.475], [2.436, 4.483, -2.653], [1.752, 5.035, -1.110], [0.700, 4.288, -2.283], [-2.460, 1.518, 2.516], [-4.662, 2.437, 3.171], [-5.401, 4.617, 2.273], [-3.943, 5.877, 0.727], [-1.750, 4.940, 0.058], [2.810, 2.459, 4.780], [3.256, 3.032, 3.599], [2.838, 2.494, 2.400], [2.012, 1.440, 2.347], [1.574, 0.887, 3.487], [1.956, 1.370, 4.722], [3.124, 2.859, 5.735], [3.922, 3.883, 3.599], [3.167, 2.899, 1.452], [0.912, 0.041, 3.381], [1.587, 0.891, 5.617], [0.239, -0.328, -0.809], [-1.138, -0.988, -1.105], [-0.972, -1.828, -2.661], [-2.121, -2.233, -3.342], [-1.998, -2.913, -4.540], [-0.735, -3.180, -5.058], [0.404, -2.770, -4.385], [0.291, -2.093, -3.180], [-2.343, 0.321, -1.248], [-1.992, 1.431, -2.021], [-2.901, 2.457, -2.201], [-4.160, 2.381, -1.615], [-4.513, 1.276, -0.856], [-3.607, 0.240, -0.673], [-1.646, -2.111, 0.179], [-1.730, -3.479, -0.071], [-2.112, -4.337, 0.950], [-2.402, -3.833, 2.208], [-2.305, -2.469, 2.463], [-1.928, -1.605, 1.452], [-3.105, -2.016, -2.942], [-2.882, -3.234, -5.073], [-0.643, -3.715, -5.994], [1.384, -2.991, -4.786], [1.174, -1.793, -2.634], [-1.010, 1.489, -2.478], [-2.629, 3.321, -2.794], [-4.866, 3.189, -1.750], [-5.493, 1.219, -0.402], [-3.885, -0.620, -0.077], [-1.468, -3.877, -1.043], [-2.168, -5.401, 0.763], [-2.699, -4.507, 3.001], [-2.524, -2.085, 3.450], [-1.843, -0.541, 1.643], [0.709, -3.976, 2.658], [1.935, -3.471, 2.677], [2.827, -4.432, 2.791], [2.047, -2.651, 3.728], [2.248, -2.477, 1.139], [1.449, -1.264, 1.489], [3.659, -2.289, 1.077], [1.533, -3.099, -0.080], [1.830, -4.543, -0.711], [2.158, -5.517, 0.278], [0.819, -4.791, -1.688], [3.377, -4.288, -1.698], [4.441, -4.249, -0.911], [3.506, -5.283, -2.565], [3.309, -3.134, -2.381]], "atomic_forces_ev_per_a": [[-0.242, -0.044, 0.461], [0.007, 0.029, 0.009], [-0.021, -0.178, 0.157], [0.290, 0.141, -0.327], [0.014, 0.013, -0.053], [0.058, 0.073, -0.031], [-0.014, -0.015, 0.046], [-0.026, -0.037, 0.049], [-0.119, -0.135, 0.090], [0.089, 0.001, -0.179], [-0.048, 0.048, 0.001], [0.009, 0.026, 0.029], [-0.005, 0.015, -0.003], [0.002, 0.006, -0.001], [0.002, -0.004, 0.002], [0.002, -0.006, -0.005], [-0.017, 0.005, 0.008], [-0.005, -0.007, -0.004], [0.006, 0.006, 0.004], [-0.015, 0.001, -0.009], [-0.006, -0.008, -0.002], [0.000, -0.015, -0.008], [-0.005, -0.005, 0.004], [0.003, -0.003, -0.007], [-0.002, -0.004, 0.009], [0.001, -0.002, 0.000], [0.000, 0.000, -0.001], [0.002, 0.000, 0.000], [0.001, -0.005, 0.001], [0.014, 0.019, 0.025], [0.001, 0.008, -0.009], [0.037, -0.033, 0.036], [0.026, 0.010, -0.022], [0.050, 0.095, 0.034], [-0.026, -0.022, -0.039], [0.003, -0.001, -0.002], [-0.002, 0.000, 0.006], [-0.008, -0.005, 0.017], [-0.024, -0.027, 0.018], [0.006, 0.004, 0.004], [-0.110, -0.131, -0.335], [0.059, -0.065, 0.063], [-0.029, 0.037, -0.019], [0.006, 0.020, 0.009], [0.007, -0.006, -0.005], [0.001, 0.000, -0.008], [-0.014, 0.013, 0.025], [0.009, -0.014, 0.009], [-0.011, 0.025, -0.080], [-0.019, 0.011, 0.012], [0.001, 0.009, 0.023], [0.012, -0.020, 0.007], [0.004, 0.017, -0.007], [-0.028, 0.004, 0.025], [0.041, 0.003, -0.009], [0.023, 0.036, 0.005], [0.007, 0.007, -0.018], [-0.018, 0.014, 0.019], [-0.012, -0.038, 0.012], [0.026, 0.016, -0.015], [-0.003, 0.006, 0.008], [-0.004, 0.003, 0.004], [-0.001, 0.000, 0.000], [0.008, -0.001, 0.001], [0.005, 0.006, -0.005], [0.000, -0.009, 0.002], [-0.002, 0.001, -0.002], [0.000, 0.000, -0.002], [-0.001, 0.002, 0.001], [-0.004, -0.004, -0.022], [-0.016, -0.007, -0.010], [-0.001, -0.001, -0.008], [0.006, 0.001, 0.000], [-0.002, 0.004, 0.001], [-0.001, -0.007, -0.002], [0.010, -0.002, -0.010], [-0.005, -0.068, 0.047], [-0.028, 0.021, 0.001], [-0.004, 0.015, -0.016], [-0.044, 0.047, 0.000], [0.036, 0.078, 0.006], [0.063, 0.014, 0.001], [-0.032, 0.050, -0.013], [0.030, -0.008, -0.042], [0.007, -0.038, 0.029], [-0.013, 0.010, 0.013], [0.052, 0.016, -0.011], [-0.008, -0.002, -0.008], [-0.018, -0.007, 0.019], [-0.026, -0.003, 0.001]], "multiplicity": 2, "e_above_lowest_kj_mol": 14.2, "molar_mass_g_mol": 1039.99, "charge": 1, "e_homo_ev": [-10.8, -11.1], "largest_force_ev_per_a": 0.522, "lumo_energy_ev": [-3.72, -4.00]}

{"formula": "C4H4N4", "method": "ωB97M-V/def2-TZVPD", "elements": ["H", "N", "C", "C", "C", "N", "N", "C", "N", "H", "H", "H"], "positions_angstrom": [[2.569, -0.929, 0.868], [2.164, -0.026, 0.692], [1.086, -0.080, 0.035], [0.379, 1.137, -0.369], [-0.899, 1.273, -0.142], [-1.787, 0.447, 0.598], [-1.717, -0.799, 0.493], [-0.742, -1.495, -0.227], [0.498, -1.268, -0.414], [1.013, 1.979, -0.643], [-1.364, 2.228, -0.357], [-1.201, -2.466, -0.534]], "atomic_forces_ev_per_a": [[-0.004, -0.578, 0.054], [-0.068, 0.755, -0.211], [0.369, -0.227, 0.408], [1.876, -0.186, 0.293], [-2.042, 1.193, 0.355], [0.595, -0.566, -1.022], [-0.342, 0.544, 1.157], [0.082, -1.019, -0.698], [-0.790, -0.541, 0.006], [-0.331, -0.117, -0.348], [-0.073, -0.004, 0.068], [0.728, 0.745, -0.061]], "e_above_lowest_kj_mol": 279.9, "molar_mass_g_mol": 108.10, "e_homo_ev": -9.6, "largest_force_ev_per_a": 2.391, "lumo_energy_ev": -1.07}

{"formula": "C3H8O2", "method": "ωB97M-V/def2-TZVPD", "elements": ["O", "C", "C", "C", "O", "H", "H", "H", "H", "H", "H", "H", "H"], "positions_angstrom": [[-0.651, -1.512, -0.607], [0.259, -0.497, -1.036], [-0.148, 0.802, -0.355], [0.163, 0.809, 1.141], [-0.425, -0.260, 1.847], [-0.272, -2.377, -0.806], [0.221, -0.393, -2.129], [1.289, -0.761, -0.754], [-1.222, 0.952, -0.521], [0.379, 1.637, -0.833], [1.260, 0.800, 1.270], [-0.201, 1.745, 1.585], [-0.651, -0.945, 1.198]], "atomic_forces_ev_per_a": [[0.071, -0.320, -0.045], [0.222, 0.274, -0.118], [-0.047, -0.011, -0.008], [0.204, 0.372, -0.177], [-0.139, -0.181, -0.013], [-0.106, 0.113, -0.007], [-0.026, -0.020, 0.177], [-0.146, 0.029, -0.030], [0.107, -0.005, 0.026], [-0.067, -0.121, 0.081], [-0.169, -0.075, 0.012], [0.068, -0.123, -0.071], [0.026, 0.068, 0.173]], "e_above_lowest_kj_mol": 77.1, "molar_mass_g_mol": 76.09, "e_homo_ev": -9.9, "largest_force_ev_per_a": 0.460, "lumo_energy_ev": 0.77}

{"formula": "CH6BN", "method": "ωB97M-V/def2-TZVPD", "elements": ["B", "C", "N", "H", "H", "H", "H", "H", "H"], "positions_angstrom": [[1.759, 0.103, 0.698], [-1.012, -0.306, -0.562], [-0.419, 0.938, -0.135], [2.349, -0.477, -0.101], [1.973, 0.468, 1.772], [-1.105, -1.071, 0.223], [-2.023, -0.115, -0.949], [-0.422, -0.724, -1.380], [-0.806, 1.198, 0.771]], "atomic_forces_ev_per_a": [[-3.345, 1.742, -1.098], [-0.310, -0.390, -0.001], [3.409, -0.839, 1.234], [0.229, -0.460, -0.532], [0.118, 0.099, 0.590], [-0.061, -0.001, -0.179], [0.022, -0.040, -0.026], [-0.101, -0.052, -0.026], [0.038, -0.059, 0.038]], "e_above_lowest_kj_mol": 574.0, "molar_mass_g_mol": 42.88, "e_homo_ev": -8.2, "largest_force_ev_per_a": 3.928, "lumo_energy_ev": -0.65}

What did the fourth record say?
{"formula": "CH6BN", "method": "ωB97M-V/def2-TZVPD", "elements": ["B", "C", "N", "H", "H", "H", "H", "H", "H"], "positions_angstrom": [[1.759, 0.103, 0.698], [-1.012, -0.306, -0.562], [-0.419, 0.938, -0.135], [2.349, -0.477, -0.101], [1.973, 0.468, 1.772], [-1.105, -1.071, 0.223], [-2.023, -0.115, -0.949], [-0.422, -0.724, -1.380], [-0.806, 1.198, 0.771]], "atomic_forces_ev_per_a": [[-3.345, 1.742, -1.098], [-0.310, -0.390, -0.001], [3.409, -0.839, 1.234], [0.229, -0.460, -0.532], [0.118, 0.099, 0.590], [-0.061, -0.001, -0.179], [0.022, -0.040, -0.026], [-0.101, -0.052, -0.026], [0.038, -0.059, 0.038]], "e_above_lowest_kj_mol": 574.0, "molar_mass_g_mol": 42.88, "e_homo_ev": -8.2, "largest_force_ev_per_a": 3.928, "lumo_energy_ev": -0.65}